Entry 1:
ORCA calculation (the ωB97M-V functional and the def2-TZVPD basis) on an isolated molecule of C3H6O2S.

Last column: Löwdin charge in e.
Element x y z (Å)
C1 0.67 -0.74 1.66  -0.165
C2 0.36 0.25 0.46  -0.697
C3 -1.07 0.16 0.07  -0.574
H1 0.13 -1.74 1.33  0.106
H2 1.89 -1.09 1.78  0.118
H3 0.47 -0.08 2.70  0.131
H4 0.40 1.29 0.92  0.141
H5 2.46 0.62 -0.22  -0.044
H6 -0.87 1.39 -1.57  0.085
O1 -1.52 0.86 -1.08  0.033
O2 -1.98 -0.27 0.67  0.138
S1 1.48 -0.19 -0.93  0.728

Properties
E_tot in eV: -18136.752
Structure (SMILES): C[C@@H](S)C(=O)O
Energy above the lowest of the compared OMol25 structures with the same formula, charge and spin in kJ/mol: 211.8
Molar mass in g mol⁻¹: 106.1

=====

Entry 2:
ORCA calculation (the ωB97M-V functional and the def2-TZVPD basis) on C14H13HfN3O6 as an isolated structure.

Last column: Löwdin charge in e.
Element x y z (Å)
C1 -0.63 0.56 -2.09  -0.205
C2 0.77 0.62 -1.77  -0.225
C3 0.93 1.46 -0.63  -0.191
C4 -0.35 1.97 -0.25  -0.192
C5 -1.33 1.42 -1.14  -0.244
Hf1 -0.65 -0.49 0.20  1.462
N1 -2.59 0.16 0.75  -0.247
C6 0.89 -2.14 -0.43  -0.232
C7 2.07 -1.63 0.08  0.010
H1 1.89 1.73 -0.19  0.111
H2 1.59 0.17 -2.35  0.108
H3 -0.55 2.74 0.50  0.117
H4 -2.38 1.71 -1.23  0.102
H5 -1.08 0.04 -2.95  0.107
H6 2.83 -1.12 -0.52  0.079
H7 0.45 -3.00 0.11  0.087
H8 -3.36 0.46 1.32  -0.126
H9 2.46 -1.87 1.08  0.088
H10 0.71 -2.14 -1.54  0.089
O1 -0.62 -1.54 2.23  -0.099
C8 -0.27 -0.43 2.77  -0.565
O2 0.05 0.52 1.97  -0.119
C9 -0.29 -0.20 4.24  -0.086
C10 -0.91 0.92 4.80  0.111
C11 -0.83 1.14 6.19  -0.107
C12 -0.06 0.30 7.02  0.108
C13 0.63 -0.76 6.41  -0.106
C14 0.49 -1.04 5.03  0.095
N2 1.55 -1.60 7.15  -0.309
O3 1.68 -1.53 8.38  0.083
O4 2.19 -2.42 6.45  0.048
N3 -1.62 2.19 6.81  -0.311
O5 -2.32 2.93 6.09  0.075
O6 -1.57 2.30 8.05  0.066
H11 -1.44 1.61 4.16  0.141
H12 0.00 0.50 8.09  0.139
H13 1.05 -1.87 4.59  0.137

Properties
E_tot in eV: -32782.559
Energy above the lowest of the compared OMol25 structures with the same formula, charge and spin in kJ/mol: 8.9
Molar mass in g mol⁻¹: 497.8

=====

Entry 3:
ORCA calculation (the ωB97M-V functional and the def2-TZVPD basis) on an isolated molecule of C6H10OS2.

Last column: Löwdin charge in e.
Element x y z (Å)
C1 -1.05 2.31 -0.54  -0.555
C2 1.58 -0.65 0.80  -0.496
C3 0.02 1.39 -0.30  -0.345
C4 1.42 -1.72 -0.29  -0.766
C5 -2.19 2.12 0.44  -0.039
C6 0.14 -2.45 -0.27  -0.196
O1 -0.93 3.11 -1.46  0.058
S1 0.16 0.35 1.01  0.988
S2 1.65 -1.05 -2.04  0.674
H1 1.68 -1.02 1.74  0.036
H2 2.45 0.02 0.56  0.108
H3 0.93 1.49 -0.85  0.051
H4 2.11 -2.49 -0.18  0.076
H5 -2.38 3.17 0.78  0.111
H6 -1.95 1.44 1.26  0.028
H7 -3.04 1.88 -0.12  0.068
H8 -0.10 -3.09 -1.08  0.065
H9 -0.64 -1.76 -0.15  0.020
H10 0.14 -3.04 0.69  0.114

Properties
E_tot in eV: -30098.870
Energy above the lowest of the compared OMol25 structures with the same formula, charge and spin in kJ/mol: 250.2
Molar mass in g mol⁻¹: 162.3

=====

Entry 4:
ORCA calculation (the ωB97M-V functional and the def2-TZVPD basis) on a 2-piece molecular cluster, C18H19BrN3O2 overall.

Last column: Löwdin charge in e.
Element x y z (Å)
Br1 3.23 -3.01 0.25  1.023
N1 1.78 -2.19 -0.50  -0.454
C1 0.51 -2.74 -0.59  -0.066
C2 -0.28 -1.82 -1.19  0.017
N2 0.51 -0.72 -1.50  -0.020
C3 0.15 0.55 -2.15  -0.093
C4 -1.25 1.02 -1.68  -0.150
C5 -2.35 0.60 -2.68  -0.134
C6 -3.45 -0.28 -2.07  -0.251
C7 -3.81 -0.24 -0.74  -0.062
C8 -4.79 -1.09 -0.21  -0.069
C9 -5.41 -1.98 -1.07  -0.085
C10 -5.08 -2.00 -2.42  -0.079
C11 -4.11 -1.16 -2.94  -0.045
C12 1.73 -0.98 -1.07  -0.117
H1 0.22 -3.72 -0.25  0.134
H2 -1.34 -1.90 -1.41  0.138
H3 0.86 1.30 -1.81  0.131
H4 0.21 0.43 -3.24  0.133
H5 -1.23 2.11 -1.54  0.119
H6 -1.38 0.58 -0.69  0.096
H7 -1.86 -0.03 -3.44  0.102
H8 -2.76 1.44 -3.25  0.127
H9 -3.31 0.45 -0.07  0.106
H10 -5.01 -1.03 0.85  0.108
H11 -6.16 -2.68 -0.71  0.108
H12 -5.58 -2.68 -3.09  0.109
H13 -3.84 -1.18 -3.99  0.116
H14 2.62 -0.38 -1.13  0.162
C13 4.26 3.14 4.19  -0.049
C14 5.15 2.45 3.38  -0.051
C15 4.72 1.37 2.63  0.003
C16 3.39 1.00 2.71  -0.148
C17 2.49 1.67 3.52  0.002
C18 2.93 2.74 4.27  -0.052
N3 2.92 -0.13 1.90  -0.323
O1 3.73 -0.72 1.20  -0.141
O2 1.74 -0.43 1.95  0.070
H15 4.60 3.99 4.77  0.115
H16 6.19 2.77 3.33  0.115
H17 5.41 0.84 2.00  0.121
H18 1.45 1.36 3.57  0.121
H19 2.24 3.28 4.90  0.115

Properties
E_tot in eV: -97572.006
Charge: +1
Molar mass in g mol⁻¹: 389.3

=====

Entry 5:
ORCA calculation (the ωB97M-V functional and the def2-TZVPD basis) on an isolated molecule of C3H5NO.

Last column: Löwdin charge in e.
Element x y z (Å)
O1 0.49 -2.26 -0.21  0.110
C1 0.16 -1.12 -0.05  -0.481
C2 0.20 -0.05 0.99  -0.070
C3 0.10 0.94 -0.18  -0.183
N1 -0.63 -0.17 -0.84  0.000
H1 -0.97 -0.17 0.87  0.166
H2 0.87 0.01 1.86  0.121
H3 -0.45 1.86 0.04  0.108
H4 1.03 1.16 -0.72  0.111
H5 -0.90 -0.21 -1.80  0.118

Properties
E_tot in eV: -6727.411
Structure (SMILES): O=C1CCN1
Energy above the lowest of the compared OMol25 structures with the same formula, charge and spin in kJ/mol: 208.5
Molar mass in g mol⁻¹: 71.1

=====

Entry 6:
ORCA calculation (the ωB97M-V functional and the def2-TZVPD basis) on an isolated ion of composition C2H5N2S and charge +1.

Last column: Löwdin charge in e.
Element x y z (Å)
C1 0.05 -0.26 0.65  -0.064
C2 1.42 -0.17 -1.42  -0.657
N1 1.18 -0.50 -0.04  0.010
N2 -0.97 0.47 0.19  0.202
S1 2.90 -0.35 -2.02  0.833
H1 -0.28 -0.85 1.52  0.174
H2 0.55 0.06 -2.11  0.093
H3 -1.12 1.20 -0.47  0.144
H4 1.89 -1.19 0.16  0.135
H5 -1.78 0.22 0.74  0.131

Properties
E_tot in eV: -15962.562
Structure (SMILES): [NH2+]=CNC=S
Energy above the lowest of the compared OMol25 structures with the same formula, charge and spin in kJ/mol: 36.2
Charge: +1
Molar mass in g mol⁻¹: 89.1

=====

Entry 7:
ORCA calculation (the ωB97M-V functional and the def2-TZVPD basis) on C3H3O4Sm as an isolated structure.

Last column: Mulliken spin population.
Element x y z (Å)
C1 0.46 -1.43 1.18  0.001
C2 0.89 -2.06 2.50  0.000
O1 1.88 -2.74 2.53  0.000
O2 -0.68 -1.02 1.04  0.005
H1 1.14 -1.57 0.32  0.000
H2 0.21 -1.91 3.36  0.000
Sm1 -2.13 0.41 -0.53  6.016
O3 -1.40 1.90 -2.16  -0.017
O4 -0.52 3.50 -3.42  -0.003
C3 -0.42 2.59 -2.62  -0.001
H3 0.59 2.34 -2.18  0.000

Properties
Multiplicity: 7
E_tot in eV: -29245.543
Charge: +1
Molar mass in g mol⁻¹: 253.4

=====

Entry 8:
ORCA calculation (the ωB97M-V functional and the def2-TZVPD basis) on C15H9AuCl3N7O4 as an isolated structure.

Last column: Löwdin charge in e.
Element x y z (Å)
Au1 0.35 0.85 0.21  1.408
N1 4.32 1.71 -0.27  0.105
C1 3.45 0.89 0.29  -0.027
N2 2.24 1.30 -0.09  -0.044
C2 2.46 2.38 -0.90  -0.269
N3 3.72 2.66 -1.02  0.201
C3 1.28 3.01 -1.49  -0.152
C4 1.29 4.11 -2.33  0.004
N4 0.17 4.62 -2.82  0.158
C5 -0.97 4.04 -2.47  -0.033
C6 -1.02 2.93 -1.63  -0.035
N5 0.11 2.42 -1.15  -0.025
H1 5.33 1.70 -0.20  0.199
H2 3.68 0.05 0.94  0.166
H3 2.23 4.58 -2.61  0.148
H4 -1.89 4.46 -2.87  0.140
H5 -1.95 2.46 -1.37  0.113
Cl1 -4.92 1.64 0.92  0.691
C7 -4.19 0.08 0.55  -1.622
Cl2 -4.71 -0.53 -1.02  0.703
Cl3 -4.44 -1.09 1.83  0.730
C8 -2.74 0.33 0.44  -0.263
N6 -1.62 0.52 0.36  0.089
O1 -0.96 -1.65 1.80  0.115
C9 0.17 -1.44 2.11  -0.496
O2 0.95 -0.45 1.53  -0.211
C10 1.01 -2.13 3.13  -0.151
C11 0.63 -2.05 4.46  0.017
C12 1.39 -2.71 5.42  0.037
C13 2.48 -3.44 5.00  -0.113
C14 2.86 -3.55 3.68  0.028
C15 2.12 -2.86 2.73  -0.005
N7 3.29 -4.15 6.03  -0.347
O3 4.08 -4.97 5.62  0.108
O4 3.11 -3.83 7.18  0.111
H6 -0.24 -1.49 4.75  0.132
H7 1.14 -2.67 6.47  0.134
H8 3.71 -4.16 3.42  0.131
H9 2.39 -2.93 1.68  0.124

Properties
E_tot in eV: -75559.990
Energy above the lowest of the compared OMol25 structures with the same formula, charge and spin in kJ/mol: 0.0
Charge: +2
Molar mass in g mol⁻¹: 654.6

=====

Entry 9:
ORCA calculation (the ωB97M-V functional and the def2-TZVPD basis) on a 5-piece molecular cluster, C4H17NO7 overall.

Last column: Löwdin charge in e.
Element x y z (Å)
O1 3.08 -1.22 -2.53  0.115
C1 2.06 -1.13 -1.92  -0.458
O2 1.08 -2.06 -2.15  0.055
C2 1.49 -0.11 -0.91  -0.302
C3 1.43 -0.58 0.55  -0.121
C4 0.55 0.32 1.39  -0.232
O3 0.84 -0.01 2.72  -0.076
N1 2.18 1.15 -0.91  0.046
H1 1.24 -2.78 -2.81  0.138
H2 0.46 0.10 -1.34  0.163
H3 1.23 -1.56 0.63  0.080
H4 2.53 -0.46 0.81  0.153
H5 -0.47 0.04 1.16  0.109
H6 0.85 1.41 1.21  0.145
H7 3.05 1.26 -0.47  0.065
H8 2.48 1.76 -1.64  0.075
H9 0.84 0.69 3.35  0.092
H10 -2.97 -0.04 -2.41  0.036
H11 -2.53 -1.49 -1.96  0.096
O4 -3.29 -0.79 -1.88  -0.100
H12 0.27 -1.73 3.01  0.009
H13 -0.95 -2.60 2.82  0.002
O5 -0.35 -2.34 3.49  -0.065
H14 -2.54 1.55 0.53  -0.010
H15 -3.35 0.44 0.20  -0.002
O6 -3.06 0.85 1.03  -0.093
H16 -1.60 3.30 -1.21  0.040
H17 -2.62 3.33 -0.19  0.082
O7 -1.97 2.71 -0.57  -0.044

Properties
E_tot in eV: -20245.047
Structure (SMILES): N[C@H](CCO)C(=O)O.O.O.O.O
Energy above the lowest of the compared OMol25 structures with the same formula, charge and spin in kJ/mol: 146.6
Molar mass in g mol⁻¹: 191.2

=====

Entry 10:
ORCA calculation (the ωB97M-V functional and the def2-TZVPD basis) on C23H55AuN3O2P4 as an isolated structure.

Last column: Mulliken spin population.
Element x y z (Å)
Au1 -0.06 -1.59 1.98  0.255
P1 0.48 0.42 3.12  0.358
P2 1.81 -2.03 0.59  -0.016
P3 -2.10 -1.86 3.18  0.060
H1 -2.11 0.01 -1.84  0.000
C1 -2.80 0.78 -1.48  0.002
C2 -2.36 1.87 -0.82  0.000
H2 -1.29 2.00 -0.60  0.000
C3 1.64 1.54 2.30  0.055
C4 1.23 0.09 4.74  0.024
C5 -0.94 1.52 3.38  0.026
C6 1.44 -2.79 -1.02  0.017
C7 2.88 -0.64 0.10  -0.003
C8 2.90 -3.21 1.45  -0.001
C9 -3.41 -0.80 2.51  0.006
C10 -2.00 -1.58 4.98  -0.003
C11 -2.82 -3.53 3.09  0.041
H3 -3.87 0.60 -1.68  0.000
H4 -3.04 2.64 -0.42  0.000
H5 1.37 1.68 1.24  -0.010
H6 2.66 1.15 2.38  0.001
H7 1.59 2.51 2.81  0.015
H8 2.23 -0.34 4.58  0.000
H9 0.62 -0.62 5.32  0.000
H10 1.34 1.03 5.30  0.012
H11 -1.47 1.67 2.43  -0.003
H12 -0.54 2.49 3.72  0.012
H13 -1.64 1.14 4.14  -0.001
H14 1.52 -3.89 -0.94  -0.001
H15 2.14 -2.43 -1.78  0.000
H16 0.42 -2.53 -1.33  -0.005
H17 3.56 -1.00 -0.68  0.000
H18 3.48 -0.31 0.96  -0.002
H19 2.28 0.20 -0.29  0.003
H20 3.69 -3.57 0.78  0.002
H21 2.29 -4.07 1.79  0.001
H22 3.34 -2.72 2.33  0.002
H23 -4.39 -1.26 2.71  0.002
H24 -3.29 -0.69 1.42  -0.004
H25 -3.39 0.21 2.96  -0.001
H26 -2.95 -1.88 5.45  0.001
H27 -1.80 -0.53 5.24  0.002
H28 -1.20 -2.20 5.39  0.000
H29 -3.75 -3.58 3.66  0.005
H30 -2.09 -4.24 3.52  0.002
H31 -3.01 -3.81 2.04  0.001
C12 -2.18 -3.90 -0.45  0.248
C13 -1.32 -4.91 -0.92  0.058
C14 -1.87 -5.98 -1.63  0.090
C15 -3.26 -6.08 -1.79  0.256
C16 -4.11 -5.12 -1.24  0.074
C17 -3.58 -4.02 -0.57  0.078
O1 -1.71 -2.72 0.06  0.135
H32 -0.84 -2.83 0.61  0.185
H33 -0.25 -4.83 -0.75  0.015
H34 -1.22 -6.73 -2.07  0.005
H35 -3.67 -6.94 -2.33  -0.004
H36 -5.19 -5.23 -1.34  0.005
H37 -4.21 -3.23 -0.15  0.003
C18 1.11 1.06 -3.92  0.000
N1 0.77 2.42 -3.51  0.000
C19 -0.64 2.74 -3.73  0.000
P4 1.44 2.89 -2.02  0.000
O2 1.15 2.03 -0.84  0.000
N2 3.05 2.85 -2.49  0.000
C20 4.10 2.88 -1.47  0.000
C21 3.48 3.32 -3.80  0.000
N3 0.89 4.44 -1.79  0.000
C22 0.03 4.76 -0.66  0.000
C23 1.30 5.55 -2.63  0.000
H38 0.81 0.94 -4.97  0.000
H39 0.59 0.29 -3.33  0.000
H40 2.19 0.90 -3.85  0.000
H41 -1.31 2.19 -3.06  0.000
H42 -0.80 3.81 -3.60  0.000
H43 -0.88 2.47 -4.77  0.000
H44 3.78 2.36 -0.56  0.000
H45 4.99 2.38 -1.86  0.000
H46 4.37 3.92 -1.21  0.000
H47 4.31 2.70 -4.15  0.000
H48 2.66 3.25 -4.52  0.000
H49 3.84 4.36 -3.75  0.000
H50 -1.04 4.62 -0.92  0.000
H51 0.26 4.14 0.21  0.001
H52 0.19 5.82 -0.39  0.000
H53 2.39 5.71 -2.60  0.000
H54 0.99 5.41 -3.68  0.000
H55 0.81 6.46 -2.25  0.000

Properties
Multiplicity: 3
E_tot in eV: -74131.466
Energy above the lowest of the compared OMol25 structures with the same formula, charge and spin in kJ/mol: 121.9
Charge: +3
Molar mass in g mol⁻¹: 726.6

=====

Entry 11:
ORCA calculation (the ωB97M-V functional and the def2-TZVPD basis) on an isolated molecule of C3H6N2S.

Last column: Löwdin charge in e.
Element x y z (Å)
C1 1.76 -0.19 -0.32  -0.256
C2 1.25 0.98 -0.50  -0.181
C3 0.14 1.39 0.31  -0.304
H1 0.89 -1.03 1.46  0.135
H2 1.85 -2.36 0.46  0.147
H3 2.49 -0.52 -1.22  0.154
H4 1.64 1.53 -1.22  0.052
H5 0.31 2.20 1.22  0.152
H6 -0.73 -0.93 -1.08  -0.130
N1 1.43 -1.32 0.52  -0.022
N2 -0.97 0.80 0.52  -0.418
S1 -1.78 -0.52 -0.24  0.671

Properties
E_tot in eV: -17020.398
Structure (SMILES): N/C=C\C=N/S
Energy above the lowest of the compared OMol25 structures with the same formula, charge and spin in kJ/mol: 351.5
Molar mass in g mol⁻¹: 102.2

=====

Entry 12:
ORCA calculation (the ωB97M-V functional and the def2-TZVPD basis) on an isolated molecule of CH4NOPS2.

Last column: Löwdin charge in e.
Element x y z (Å)
C1 0.16 0.26 -1.62  -0.450
N1 0.12 -0.80 0.93  -0.172
O1 0.55 1.28 -2.14  -0.024
P1 -0.80 0.21 -0.10  -0.032
S1 -2.71 -0.03 -0.51  0.176
S2 -0.36 2.15 0.71  0.460
H1 0.31 -0.74 -2.19  0.122
H2 0.92 -0.19 0.94  0.014
H3 -0.39 -1.21 1.76  0.092
H4 -1.11 2.63 -0.26  -0.185

Properties
E_tot in eV: -35598.819
Structure (SMILES): N[P@@](=S)(S)C=O
Energy above the lowest of the compared OMol25 structures with the same formula, charge and spin in kJ/mol: 53.9
Molar mass in g mol⁻¹: 141.2